No. 1
The following is a quantum chemistry calculation of one molecule with the formula C4H3NO2, from OMol25.

The HOMO-LUMO gap is 10.16 eV. The calculation puts the HOMO energy at -10.7 eV. As for the structure (SMILES): [H]/N=C1/C=CC(=O)O1.

Last column: Mulliken charge in e.
Geometry (Å):
N (2.162, -0.286, 0.052)  -0.608
C (0.941, 0.014, 0.009)  0.491
C (-0.085, -1.028, 0.087)  -0.160
C (-1.284, -0.453, 0.027)  -0.492
C (-1.059, 1.016, -0.100)  0.461
O (-1.849, 1.905, -0.190)  -0.497
O (0.324, 1.239, -0.103)  -0.334
H (2.814, 0.489, -0.008)  0.273
H (0.320, -2.027, 0.172)  0.449
H (-2.284, -0.870, 0.052)  0.416

No. 2
The following is a quantum chemistry calculation of a 9-piece molecular cluster, C36H45F27O18 overall, from OMol25.

The HOMO-LUMO gap is 11.11 eV. The calculation puts the HOMO energy at -10.8 eV. As for the structure (SMILES): CCOC(=O)C(F)(F)F.CCOC(=O)C(F)(F)F.CCOC(=O)C(F)(F)F.CCOC(=O)C(F)(F)F.CCOC(=O)C(F)(F)F.CCOC(=O)C(F)(F)F.CCOC(=O)C(F)(F)F.CCOC(=O)C(F)(F)F.CCOC(=O)C(F)(F)F.

Last column: Mulliken charge in e.
Geometry (Å):
C (3.453, 2.031, 2.592)  -0.798
C (2.954, 2.352, 4.072)  -0.202
O (3.388, 3.659, 4.590)  -0.358
C (2.887, 4.858, 4.055)  0.303
O (2.074, 4.883, 3.125)  -0.441
C (3.339, 6.129, 4.813)  0.782
F (3.544, 5.874, 6.096)  -0.243
F (4.525, 6.542, 4.364)  -0.249
F (2.361, 7.079, 4.655)  -0.209
H (3.282, 0.990, 2.319)  0.223
H (4.534, 2.141, 2.497)  0.483
H (2.906, 2.607, 1.846)  0.102
H (3.350, 1.543, 4.685)  0.418
H (1.867, 2.276, 4.033)  0.138
C (-3.760, 2.271, -2.265)  -0.679
C (-3.467, 2.649, -0.804)  0.066
O (-4.090, 1.661, 0.140)  0.024
C (-5.443, 1.665, 0.484)  0.235
O (-6.265, 2.446, 0.050)  -0.536
C (-5.889, 0.506, 1.399)  0.887
F (-5.049, -0.531, 1.237)  -0.205
F (-5.827, 0.839, 2.727)  -0.261
F (-7.112, 0.154, 1.071)  -0.233
H (-3.003, 1.556, -2.588)  0.034
H (-3.683, 3.151, -2.904)  0.424
H (-4.727, 1.774, -2.341)  0.026
H (-3.804, 3.631, -0.472)  0.583
H (-2.379, 2.701, -0.795)  -0.247
C (1.999, 6.389, -3.911)  -1.008
C (3.103, 5.339, -3.732)  -0.155
O (2.570, 4.097, -3.331)  -0.271
C (2.189, 3.845, -2.009)  -0.197
O (2.461, 4.657, -1.142)  -0.520
C (1.433, 2.576, -1.696)  1.204
F (0.177, 2.838, -1.262)  -0.242
F (1.351, 1.842, -2.805)  -0.264
F (2.113, 1.935, -0.708)  -0.173
H (2.287, 7.420, -3.703)  0.317
H (1.095, 6.080, -3.388)  0.241
H (1.592, 6.537, -4.911)  0.355
H (3.926, 5.673, -3.100)  0.316
H (3.500, 5.399, -4.745)  0.295
C (-1.411, -0.448, -2.121)  -0.323
C (-0.773, -1.879, -1.930)  -0.564
O (0.122, -1.886, -0.804)  -0.234
C (1.493, -1.910, -1.055)  0.391
O (1.963, -2.067, -2.161)  -0.643
C (2.267, -1.837, 0.250)  0.869
F (2.984, -2.930, 0.361)  -0.215
F (2.904, -0.653, 0.180)  -0.187
F (1.434, -1.725, 1.305)  -0.198
H (-0.844, 0.211, -2.778)  0.439
H (-1.635, 0.048, -1.176)  -0.070
H (-2.400, -0.570, -2.563)  0.134
H (-0.379, -2.245, -2.878)  0.282
H (-1.643, -2.471, -1.646)  0.255
C (-0.195, 1.494, 1.788)  -0.336
C (-0.417, 2.974, 1.972)  0.351
O (-1.573, 3.123, 2.736)  0.062
C (-1.852, 4.369, 3.234)  0.247
O (-1.173, 5.386, 2.977)  -0.538
C (-2.992, 4.453, 4.323)  0.808
F (-3.619, 5.537, 4.212)  -0.242
F (-3.800, 3.441, 4.211)  -0.203
F (-2.386, 4.356, 5.511)  -0.256
H (0.609, 1.289, 1.081)  -0.260
H (-1.099, 1.113, 1.312)  0.157
H (-0.034, 1.183, 2.820)  0.489
H (-0.498, 3.544, 1.047)  0.320
H (0.468, 3.291, 2.523)  -0.574
C (-3.795, -2.921, -5.121)  -0.963
C (-4.856, -3.394, -4.228)  -0.151
O (-5.884, -2.402, -4.101)  -0.336
C (-5.819, -1.401, -3.180)  0.340
O (-4.869, -1.230, -2.411)  -0.395
C (-6.918, -0.330, -3.370)  0.840
F (-7.407, 0.036, -2.189)  -0.214
F (-6.427, 0.718, -3.987)  -0.242
F (-7.902, -0.814, -4.151)  -0.269
H (-4.170, -2.382, -5.992)  0.364
H (-3.217, -3.741, -5.547)  0.354
H (-3.024, -2.265, -4.718)  0.154
H (-4.548, -3.644, -3.213)  0.239
H (-5.350, -4.276, -4.637)  0.292
C (-2.518, -2.167, 1.632)  -0.852
C (-1.744, -1.819, 2.894)  0.077
O (-2.668, -1.169, 3.773)  -0.189
C (-2.185, -0.755, 5.059)  0.338
O (-1.005, -0.947, 5.453)  -0.566
C (-3.246, -0.007, 5.944)  0.800
F (-4.294, 0.480, 5.187)  -0.155
F (-3.642, -0.766, 6.949)  -0.249
F (-2.606, 1.008, 6.614)  -0.260
H (-2.703, -1.329, 0.960)  -0.026
H (-3.435, -2.735, 1.791)  0.373
H (-1.905, -2.923, 1.141)  0.422
H (-0.922, -1.117, 2.757)  -0.107
H (-1.318, -2.691, 3.392)  0.412
C (4.314, -7.356, 5.021)  -1.028
C (5.897, -7.227, 4.701)  -0.296
O (6.140, -6.745, 3.329)  -0.297
C (6.140, -5.433, 3.121)  0.445
O (6.028, -4.585, 4.029)  -0.564
C (6.251, -5.045, 1.663)  0.896
F (6.758, -6.051, 0.959)  -0.245
F (5.164, -4.563, 1.157)  -0.253
F (7.185, -4.122, 1.559)  -0.273
H (4.181, -7.909, 5.951)  0.368
H (3.790, -7.780, 4.164)  0.296
H (3.956, -6.357, 5.271)  0.291
H (6.383, -8.195, 4.822)  0.365
H (6.293, -6.573, 5.478)  0.297
C (4.477, -2.102, -4.427)  -1.145
C (3.254, -1.515, -5.081)  0.079
O (2.531, -2.562, -5.800)  -0.225
C (1.217, -2.486, -6.212)  0.418
O (0.534, -1.482, -6.066)  -0.562
C (0.695, -3.690, -6.946)  0.859
F (-0.437, -4.104, -6.338)  -0.226
F (0.346, -3.338, -8.180)  -0.243
F (1.590, -4.715, -7.003)  -0.238
H (5.024, -2.816, -5.042)  0.353
H (4.229, -2.561, -3.470)  0.222
H (5.180, -1.318, -4.148)  0.365
H (3.398, -0.674, -5.759)  0.356
H (2.578, -0.967, -4.425)  0.024

No. 3
The following is a quantum chemistry calculation of C33H26ClCuN2O3P as an isolated structure, from OMol25.

The HOMO-LUMO gap is 6.21 eV. As for the total charge: -1. The calculation puts the HOMO energy at -3.5 eV.

Last column: Mulliken charge in e.
Geometry (Å):
Cu (0.873, -1.904, -0.848)  -0.451
C (0.613, -3.156, 3.296)  -0.486
O (-0.797, -3.330, 3.295)  -0.508
C (-1.601, -2.862, 2.271)  0.017
C (-2.941, -2.865, 2.598)  -0.435
C (-3.906, -2.441, 1.689)  -0.798
C (-3.502, -2.038, 0.439)  -0.743
C (-2.151, -2.004, 0.063)  0.968
C (-1.897, -1.726, -1.351)  -1.441
N (-0.774, -1.312, -1.795)  1.300
N (-0.518, -1.204, -3.138)  -0.912
C (0.746, -1.462, -3.403)  1.048
O (1.622, -1.917, -2.568)  -1.038
C (1.183, -1.314, -4.818)  0.236
C (0.318, -0.893, -5.826)  -0.231
C (0.749, -0.845, -7.142)  -0.613
C (2.046, -1.215, -7.473)  -0.328
C (2.923, -1.605, -6.470)  -0.604
C (2.493, -1.655, -5.155)  -0.414
C (-1.133, -2.394, 1.005)  1.466
O (0.149, -2.384, 0.789)  -0.730
H (0.938, -3.524, 4.272)  0.321
H (1.099, -3.726, 2.507)  0.216
H (0.901, -2.108, 3.190)  0.059
H (-3.209, -3.207, 3.590)  0.412
H (-4.952, -2.439, 1.965)  0.355
H (-4.247, -1.728, -0.287)  0.389
H (-2.694, -1.987, -2.055)  0.262
H (-0.693, -0.619, -5.558)  0.437
H (0.071, -0.525, -7.924)  0.363
H (2.370, -1.198, -8.507)  0.365
H (3.941, -1.879, -6.718)  0.368
H (3.150, -1.970, -4.356)  0.398
Cl (2.967, -0.007, 0.141)  -0.174
C (2.720, 0.404, 1.804)  0.658
C (3.781, 0.347, 2.692)  -0.590
C (3.581, 0.699, 4.016)  -0.463
C (2.329, 1.121, 4.434)  -0.783
C (1.271, 1.164, 3.538)  -0.343
C (1.435, 0.800, 2.202)  -0.491
P (0.093, 0.652, 0.941)  1.548
C (-1.323, 1.330, 1.900)  0.381
C (-2.035, 2.478, 1.562)  -0.687
C (-3.122, 2.883, 2.325)  -0.549
C (-3.545, 2.130, 3.408)  -0.689
C (-2.873, 0.956, 3.725)  -0.783
C (-1.777, 0.564, 2.978)  -0.613
C (0.475, 2.121, -0.101)  0.223
C (1.171, 3.247, 0.331)  -0.273
C (1.365, 4.318, -0.528)  -0.682
C (0.884, 4.268, -1.830)  -0.489
C (0.207, 3.141, -2.273)  -0.657
C (0.002, 2.073, -1.412)  -0.408
H (4.757, 0.033, 2.346)  0.434
H (4.404, 0.653, 4.719)  0.351
H (2.170, 1.421, 5.462)  0.385
H (0.303, 1.490, 3.887)  0.465
H (-1.739, 3.067, 0.702)  0.338
H (-3.641, 3.800, 2.071)  0.399
H (-4.396, 2.447, 3.998)  0.356
H (-3.205, 0.340, 4.552)  0.422
H (-1.263, -0.356, 3.221)  0.611
H (1.567, 3.282, 1.339)  0.368
H (1.892, 5.200, -0.184)  0.391
H (1.044, 5.102, -2.502)  0.367
H (-0.156, 3.089, -3.291)  0.447
H (-0.510, 1.180, -1.749)  0.282

No. 4
The following is a quantum chemistry calculation of C46H39BIrN8O2S2 as an isolated structure, from OMol25.

The HOMO-LUMO gap (spin up / spin down) is 7.01 / 2.70 eV. The spin multiplicity is 5. As for the total charge: +3. The calculation puts the HOMO energy (spin up / spin down) at -14.6 / -14.6 eV. The expectation value of S² is 6.066.

Last column: Mulliken charge in e.
Geometry (Å):
Ir (0.646, -1.289, 0.436)  1.678
C (-1.468, -0.435, 3.958)  -1.764
C (-1.180, -0.032, 2.673)  -0.960
N (-0.358, -0.933, 2.102)  -0.047
N (-0.118, -1.894, 2.983)  0.985
C (-0.781, -1.615, 4.127)  0.199
B (0.792, -3.119, 2.673)  -0.385
N (2.227, -2.567, 2.330)  0.780
C (3.462, -2.770, 2.852)  0.470
C (4.381, -2.020, 2.155)  -1.693
C (3.655, -1.363, 1.199)  -0.481
N (2.363, -1.708, 1.325)  -0.435
N (0.239, -3.811, 1.393)  0.935
C (-0.132, -5.100, 1.235)  0.080
C (-0.567, -5.275, -0.059)  -1.425
C (-0.434, -4.040, -0.653)  -0.539
N (0.058, -3.168, 0.247)  -0.326
N (0.679, -4.136, 3.874)  0.675
C (1.571, -4.685, 4.735)  0.104
C (0.908, -5.526, 5.600)  -0.542
C (-0.408, -5.460, 5.226)  -0.543
N (-0.521, -4.618, 4.185)  -0.838
H (-2.098, 0.068, 4.679)  0.530
H (-1.545, 0.860, 2.183)  0.487
H (-0.773, -2.213, 5.028)  0.484
H (3.751, -3.390, 3.663)  0.363
H (5.447, -1.963, 2.324)  0.482
H (4.038, -0.675, 0.457)  1.089
H (-0.092, -5.870, 1.993)  0.439
H (-0.934, -6.186, -0.512)  0.511
H (-0.680, -3.790, -1.676)  0.591
H (2.620, -4.540, 4.796)  0.426
H (1.335, -6.112, 6.402)  0.489
H (-1.234, -5.991, 5.680)  0.492
C (5.698, 5.388, -0.840)  -1.382
C (4.793, 4.221, -0.576)  1.023
C (3.688, 3.967, -1.403)  -1.072
C (2.852, 2.877, -1.145)  -0.319
C (3.106, 2.030, -0.054)  -0.655
C (4.218, 2.279, 0.766)  0.009
C (5.054, 3.370, 0.508)  -0.746
S (2.038, 0.590, 0.235)  1.336
O (2.553, 0.068, -1.043)  -0.559
C (0.496, 1.685, 0.437)  0.364
C (0.805, 2.874, 1.155)  -1.144
C (-0.016, 3.965, 1.243)  -1.381
C (-1.211, 3.981, 0.576)  1.198
C (-1.960, 5.172, 0.576)  -1.188
C (-3.163, 5.252, -0.109)  -0.699
C (-3.628, 4.149, -0.807)  -0.956
C (-2.903, 2.957, -0.801)  -0.918
C (-1.671, 2.814, -0.084)  0.791
C (-0.914, 1.554, -0.045)  0.191
C (-1.796, 0.328, -0.526)  1.467
C (-3.129, 0.198, 0.066)  1.057
C (-3.544, 0.962, 1.196)  -0.566
C (-4.827, 0.845, 1.734)  -1.077
C (-5.742, -0.039, 1.179)  -0.847
C (-5.371, -0.828, 0.097)  -0.906
C (-4.080, -0.731, -0.450)  0.608
C (-3.741, -1.570, -1.498)  -1.490
C (-2.455, -1.575, -1.982)  -0.891
C (-1.479, -0.682, -1.491)  0.296
S (0.246, -0.912, -1.896)  -0.178
O (-0.009, -2.494, -1.794)  -0.662
C (0.028, -0.513, -3.626)  0.456
C (-0.250, 0.819, -3.962)  -0.345
C (-0.384, 1.195, -5.301)  -1.248
C (-0.242, 0.239, -6.320)  0.965
C (-0.384, 0.627, -7.762)  -1.397
C (0.037, -1.093, -5.982)  -0.988
C (0.172, -1.468, -4.641)  -0.211
H (5.367, 5.967, -1.728)  0.360
H (6.731, 5.025, -1.022)  0.383
H (5.700, 6.065, 0.040)  0.373
H (3.471, 4.611, -2.247)  0.399
H (2.004, 2.692, -1.793)  0.445
H (4.432, 1.630, 1.605)  0.625
H (5.905, 3.552, 1.152)  0.492
H (1.752, 3.005, 1.657)  0.603
H (0.334, 4.840, 1.780)  0.500
H (-1.603, 6.052, 1.100)  0.487
H (-3.729, 6.175, -0.112)  0.427
H (-4.557, 4.214, -1.360)  0.495
H (-3.328, 2.161, -1.393)  0.569
H (-2.887, 1.653, 1.701)  0.689
H (-5.110, 1.444, 2.590)  0.518
H (-6.735, -0.125, 1.599)  0.448
H (-6.093, -1.529, -0.307)  0.502
H (-4.455, -2.285, -1.894)  0.496
H (-2.206, -2.320, -2.728)  0.633
H (-0.359, 1.565, -3.185)  0.444
H (-0.597, 2.229, -5.541)  0.370
H (-0.602, 1.711, -7.874)  0.339
H (-1.214, 0.052, -8.223)  0.348
H (0.559, 0.401, -8.304)  0.351
H (0.151, -1.841, -6.757)  0.439
H (0.389, -2.499, -4.398)  0.562
H (-1.054, -1.582, 0.405)  0.457

No. 5
The following is a quantum chemistry calculation of one molecule with the formula C6H10O, from OMol25.

The HOMO-LUMO gap is 10.47 eV. The calculation puts the HOMO energy at -9.5 eV. As for the structure (SMILES): C[C@H]1C[C@@]2(O)C[C@@H]12.

Last column: Mulliken charge in e.
Geometry (Å):
C (-1.189, -1.192, -1.230)  -1.330
C (-0.284, 0.014, -0.992)  0.239
C (-0.686, 1.048, 0.107)  -0.882
C (0.660, 0.810, 0.784)  0.651
O (1.455, 1.815, 1.310)  -0.515
C (0.808, -0.627, 1.167)  -0.871
C (1.049, -0.200, -0.262)  -0.500
H (-0.995, -1.639, -2.212)  0.337
H (-2.250, -0.909, -1.199)  0.336
H (-1.024, -1.967, -0.470)  0.302
H (-0.114, 0.543, -1.936)  0.417
H (-1.579, 0.814, 0.700)  0.319
H (-0.775, 2.063, -0.292)  0.284
H (1.180, 1.955, 2.225)  0.356
H (1.718, -0.849, 1.718)  0.306
H (-0.059, -1.232, 1.440)  0.172
H (2.016, -0.356, -0.733)  0.380

So what do the calculations give for energy above the lowest of the compared OMol25 structures with the same formula, charge and spin? Going down the list: 12.8; 130.3; 23.5; 0.0; 30.7 kcal/mol.
So what do the calculations give for E_tot? Going down the list: -359.4500; -5449.4514; -4050.4462; -3289.0124; -309.7935 a.u..